Record 1
C35H24Cl5IrOPS | ωB97M-V with the def2-TZVPD basis set

Computed properties:
calculated total energy: -124288.028 eV
highest occupied orbital energy (spin up / spin down): -13.03 / -13.61 eV
LUMO (spin up / spin down): -6.24 / -9.52 eV
<S²>: 8.80
total charge: +2
relative energy (zero: lowest compared OMol25 entry of this formula, charge and spin): 9.07 kcal per mole
2S+1: 6

Each line ends with the Mulliken charge.
Cartesian coordinates (Å):
H 5.8454 -1.1812 -2.1104  0.45
C -3.4240 -2.7802 0.7060  -0.49
Cl -1.9773 6.2282 -3.0161  -0.14
C -4.9907 0.2912 -0.9901  -1.11
Cl 0.5143 7.0369 1.6924  -0.15
H 0.9339 -0.2118 -2.9484  0.48
C -3.2426 -2.2700 -1.6463  -0.34
H 2.1071 -1.0870 5.2602  0.48
H 5.5290 2.9214 -0.9650  0.45
H -3.0453 -3.9373 -2.9520  0.48
C 0.6178 -0.0510 2.3685  0.61
C -1.6680 0.6214 2.7839  -0.67
P 1.5060 0.1941 -0.2475  1.25
C 0.1230 -3.4724 -2.6015  -0.55
C -0.5322 3.6875 -0.2566  -1.18
C 2.0004 -0.8584 4.2127  -0.75
O -2.4053 0.5197 -0.7215  -0.58
C 0.3474 -2.2529 -3.2256  -0.95
H -5.0883 1.3709 -1.0239  0.43
H 0.2049 -2.1482 -4.2906  0.45
H -2.4529 0.1487 4.7271  0.48
H 0.8783 -2.6313 0.5904  0.48
H 4.0520 -1.2240 3.7689  0.48
H -0.3272 -0.7722 5.5647  0.49
H -0.2032 -4.3201 -3.1833  0.51
C -0.1234 5.9768 0.5213  -0.23
C 2.9593 -0.6316 2.0215  -0.51
C 3.1954 0.4822 -0.8454  0.08
H 6.8528 1.0551 -1.8688  0.42
C 0.7256 -2.5265 -0.4739  -0.24
C -0.0281 4.5890 0.6802  0.95
C -3.1442 -4.5494 -0.8963  -0.61
C -0.5882 0.5456 1.9182  -0.67
C 3.7612 1.7476 -0.7056  -0.26
C -3.4017 -1.8641 -0.3326  0.77
S -3.5529 -0.1052 0.0548  0.43
H 3.4926 -1.5538 -1.4607  0.49
H -3.3045 -4.8472 1.2225  0.44
H -3.1954 -1.5434 -2.4423  0.38
Cl -1.7207 3.1227 -2.5542  -0.17
Cl -0.9007 8.1752 -0.8270  -0.12
H -3.0363 -5.6016 -1.1163  0.46
C 1.7386 -0.2190 1.5156  0.56
C 0.3207 -3.6092 -1.2348  -0.81
C -1.1305 4.2303 -1.3970  0.84
C -1.5846 0.1193 4.0856  -1.03
H 3.1610 2.5530 -0.3042  0.49
H 0.1667 -4.5648 -0.7589  0.51
C 5.2578 -0.3639 -1.7225  -0.71
C 0.7452 -0.4420 3.7332  0.56
H 3.8206 -0.7083 1.3741  0.53
H -4.8406 -0.0974 -1.9916  0.38
C 3.9405 -0.5758 -1.3627  -0.32
H -5.8711 -0.1403 -0.5285  0.43
C -0.7492 6.4896 -0.6284  0.61
C 3.0908 -0.9327 3.3771  -0.94
C -3.1300 -3.6206 -1.9255  -0.78
H -2.5910 1.0933 2.4787  0.67
C 0.7565 -1.1692 -2.4764  -0.34
C 0.9565 -1.3052 -1.0995  0.37
H -3.5504 -2.4457 1.7248  0.43
C -3.2877 -4.1296 0.4176  -0.64
C -1.2513 5.6106 -1.6024  -0.26
C 5.0789 1.9476 -1.0737  -0.71
Ir -0.5163 1.5663 -0.0230  1.28
C 5.8257 0.8942 -1.5817  -0.55
C -0.3969 -0.3915 4.5576  -0.62
Cl 0.7443 3.9164 2.0547  -0.14

Atomic forces in eV per Å
0.05 -0.08 -0.06
0.01 0.11 0.05
-0.06 -0.06 -0.06
0.43 0.08 0.34
0.05 -0.01 0.13
0.01 0.06 -0.12
0.01 0.01 -0.13
0.02 -0.11 0.20
0.02 0.12 0.00
0.07 -0.09 -0.12
0.30 -0.14 0.34
-0.54 -0.25 1.25
0.17 -0.25 -0.28
0.10 0.01 0.09
-0.16 -0.82 0.01
-0.85 0.13 0.35
1.43 0.95 -0.20
-0.06 -0.08 -0.01
0.07 0.15 0.10
-0.02 0.00 -0.08
-0.03 0.07 0.08
0.01 -0.07 0.11
0.11 -0.07 0.04
0.00 0.01 0.19
0.01 -0.11 -0.07
0.00 -0.59 -0.07
0.40 -0.26 0.64
-0.39 0.23 0.00
0.10 0.02 -0.03
0.10 0.24 -0.03
-0.07 0.40 -0.19
-0.01 0.00 0.14
0.71 0.26 -1.13
-0.19 -0.15 0.05
-0.12 0.46 0.35
-0.97 -1.18 -0.59
0.03 -0.10 -0.09
0.00 -0.10 0.06
0.00 0.07 -0.13
-0.17 -0.31 -0.42
0.02 -0.20 -0.03
-0.06 -0.06 -0.02
-0.73 0.30 -0.16
-0.06 -0.08 -0.07
0.04 0.59 0.07
-0.81 0.47 -0.79
0.04 0.17 0.01
-0.06 -0.10 0.04
0.12 0.00 -0.04
0.21 -0.02 -0.42
0.04 -0.02 -0.07
0.09 -0.10 -0.01
-0.17 0.01 0.13
-0.11 -0.16 0.10
-0.03 -0.18 0.05
0.48 0.08 -0.83
-0.05 0.18 -0.01
-0.03 0.01 -0.05
0.03 0.15 0.23
-0.14 0.12 0.06
-0.02 0.02 0.14
0.00 -0.03 0.00
0.17 -0.37 0.20
0.09 0.06 0.00
-0.50 1.08 0.02
-0.09 0.01 0.04
0.73 -0.27 0.25
0.23 -0.18 0.42

=====

Record 2
C35H26Br3N6O4Ti | ωB97M-V with the def2-TZVPD basis set

Computed properties:
calculated total energy: -287090.244 eV
highest occupied orbital energy: -10.94 eV
LUMO: -3.27 eV
total charge: +1
relative energy (zero: lowest compared OMol25 entry of this formula, charge and spin): 14.40 kcal per mole

Each line ends with the Mulliken charge.
Cartesian coordinates (Å):
H -2.4637 -1.4682 -0.9040  0.26
C -2.1182 -0.0785 2.4001  -0.23
H -2.7910 3.3727 -1.7787  0.37
H -1.6210 -4.8228 2.6996  0.51
H 0.3092 5.0602 -0.0977  0.51
N 0.8460 1.7991 0.4221  1.49
C -3.3942 -0.3277 2.8269  0.12
C -1.1704 0.3722 3.3500  0.11
C 3.2323 2.0643 -4.5276  -0.99
H -4.7986 -0.2906 4.4614  0.49
H 0.3387 1.5228 -6.1562  0.43
C -0.8954 -3.7302 -2.8374  -0.23
C 1.6021 -3.9194 2.2400  -0.88
H 2.7822 5.0122 -0.4632  0.48
H 3.4978 1.5621 -2.4689  0.42
C -2.9855 2.3342 -1.5016  -1.71
C -3.7772 -0.0999 4.1634  -0.27
C -0.3216 -1.7150 -0.9841  1.62
C -0.7542 -4.2296 2.4444  -1.14
C 0.4218 -3.4597 -2.5066  -0.75
H 0.7003 -5.7092 3.0138  0.45
N -1.6634 1.2945 -3.2308  -0.04
C 0.7678 1.2385 5.0409  -1.25
C 0.8683 4.1388 -0.0108  -0.96
C -1.5221 0.6063 4.6909  0.76
H -3.8994 2.0123 -2.0005  0.50
C 0.2115 2.9687 0.3045  -0.61
C 2.2445 4.1101 -0.2018  -0.63
H -0.7018 1.2505 6.5864  0.40
C 1.3363 -2.6688 1.7249  0.74
Br -1.2851 -5.1016 -4.0824  -0.18
C 0.7258 1.0930 -4.0885  0.54
Br -3.4206 0.6586 6.8501  -0.20
C -0.6413 0.4707 -3.8932  0.07
H -1.0417 0.2423 -4.8778  0.61
O -1.6953 -0.2387 1.1470  0.78
O -1.1006 0.9253 -1.0782  -0.46
N 1.9499 -0.5481 0.7993  1.02
C -1.8260 1.4590 -1.9141  0.59
C 2.4441 -1.7901 1.2259  -0.39
C -0.4902 1.0576 5.5437  -0.92
H -2.9597 -3.2336 -2.5294  0.50
H 2.6173 2.4362 -6.5545  0.42
H 2.0136 1.0843 3.2723  0.51
H -2.3072 1.7852 -3.8279  0.30
C 2.3348 2.0659 -5.5775  -0.42
O 3.5804 -2.1749 1.2161  -0.59
C 2.8625 0.4722 0.5432  0.13
Ti -0.0155 -0.2674 0.4640  -2.04
C 0.6958 -2.4625 -1.5796  -0.32
N 0.0864 0.5414 2.8631  0.51
H -3.1294 2.2703 -0.4269  0.25
H -1.9225 -2.5635 1.7580  0.48
C 0.5334 -4.7182 2.6128  -0.56
H 1.2251 -4.0224 -2.9628  0.51
O 4.0641 0.4280 0.5787  -0.62
C 2.9122 2.9124 -0.0286  -0.86
C -2.8677 0.3601 5.0694  -0.13
N 1.5769 1.1201 -3.0610  0.19
C -1.9337 -3.0146 -2.2637  -0.70
C 2.8033 1.5851 -3.2989  -0.01
H 1.5768 1.5806 5.6715  0.45
H 4.2491 2.4151 -4.6460  0.43
H 3.9863 2.8178 -0.1057  0.64
C -0.9299 -2.9628 1.9227  -0.23
H -0.8534 2.9621 0.4894  0.58
N 0.0998 -2.1867 1.5811  0.98
Br -4.6453 -0.9956 1.5821  -0.14
C -1.6386 -2.0156 -1.3456  -0.05
C 1.0638 1.5642 -5.3519  -0.85
H 2.6327 -4.2358 2.3225  0.60
C 1.0165 0.9615 3.6850  -0.10
C 2.1718 1.7846 0.2760  0.07
H 1.7371 -2.2659 -1.3481  0.44
H -0.5367 -0.4555 -3.3308  -0.78

Atomic forces in eV per Å
-0.01 0.01 0.02
-0.09 -0.07 0.12
-0.01 -0.04 0.00
0.01 0.01 0.01
0.00 -0.02 0.01
0.35 -0.15 -0.33
-0.08 -0.04 -0.30
0.17 0.07 0.04
0.04 0.00 0.06
0.01 -0.01 -0.01
0.03 0.00 0.03
0.02 -0.07 -0.06
0.04 -0.09 0.05
0.00 -0.01 0.02
0.00 -0.01 0.11
0.05 0.00 -0.02
-0.01 0.01 0.05
0.05 -0.29 -0.33
0.06 -0.08 0.04
-0.04 -0.02 -0.04
-0.01 0.02 0.00
0.30 0.13 -0.10
0.02 0.02 0.06
0.08 0.09 0.02
0.09 0.01 0.00
-0.01 0.03 0.00
-0.16 -0.07 0.11
-0.03 -0.02 0.01
-0.02 0.01 0.00
-0.07 0.03 -0.03
0.01 0.04 0.02
-0.14 0.24 -0.11
0.02 0.00 -0.03
-0.03 -0.07 0.30
-0.06 -0.16 0.02
-0.99 0.15 0.69
0.62 -0.30 0.27
0.68 -0.10 -0.10
-0.26 -0.07 -0.31
-0.14 0.20 0.02
0.00 0.00 0.00
0.01 -0.01 0.01
0.00 -0.02 0.01
-0.01 -0.02 0.02
-0.01 0.05 -0.01
-0.02 0.02 -0.05
0.12 0.03 0.01
-0.11 -0.02 -0.02
-0.38 0.74 -0.11
0.08 0.18 -0.02
-0.19 -0.25 -0.06
0.02 -0.04 0.01
0.04 0.00 -0.05
-0.02 0.03 0.00
-0.01 0.00 0.00
0.07 -0.08 -0.06
0.04 0.06 0.04
-0.07 0.00 0.09
0.01 -0.10 0.01
0.01 0.07 0.03
-0.02 -0.01 0.05
-0.02 -0.01 -0.02
-0.04 0.00 -0.01
-0.01 0.00 -0.03
-0.17 0.12 0.01
-0.04 -0.07 -0.09
0.25 0.06 -0.06
0.00 0.03 0.08
-0.05 -0.03 -0.01
-0.05 0.00 -0.06
-0.02 -0.01 -0.02
0.08 -0.04 -0.14
-0.02 0.01 0.10
0.01 0.00 0.02
0.00 -0.03 0.02

=====

Record 3
C35H26F3N10RuS | ωB97M-V with the def2-TZVPD basis set

Computed properties:
calculated total energy: -73171.189 eV
highest occupied orbital energy (spin up / spin down): -12.86 / -12.86 eV
LUMO (spin up / spin down): -7.07 / -7.42 eV
<S²>: 0.91
total charge: +2
relative energy (zero: lowest compared OMol25 entry of this formula, charge and spin): 61.42 kcal per mole
2S+1: 2

Each line ends with the Mulliken charge.
Cartesian coordinates (Å):
N 0.4469 1.8072 -1.2103  0.10
F -8.8116 6.1393 -0.7467  -0.27
C -3.8620 2.3623 0.1706  0.14
C -3.0211 1.4783 -0.0015  0.39
C -1.0551 -0.8666 3.0146  -0.07
F -8.1478 6.8475 1.1766  -0.24
H 0.4851 -1.3171 5.9844  0.48
C -6.9488 4.1721 -0.6244  -0.61
C 2.0004 -2.1324 0.4099  0.88
C 3.3375 -1.4978 0.3614  -1.81
N -0.1510 -0.1326 2.3632  0.19
H 3.2803 -4.8208 -1.5962  0.36
C 1.2650 -0.2256 4.3244  -1.10
H -1.9743 -1.0858 2.4786  0.48
C -6.7124 5.3772 0.0261  0.34
C -4.8195 3.3707 0.1779  0.74
C 2.3949 -8.0659 -2.2012  -0.52
N 0.8673 -1.6077 -0.0233  -0.04
F -7.2176 7.5812 -0.6215  -0.24
H -6.1744 2.2290 -1.0417  0.47
H -0.0260 3.1004 -4.1405  0.29
C 0.4601 -3.6716 0.7164  -0.70
C -4.6033 4.5855 0.8486  -0.68
C 1.6980 3.4884 -3.0745  0.19
C 2.5377 -6.2485 -0.1584  1.16
H 4.0851 3.6165 -0.6635  0.49
H 2.1792 0.0760 4.8095  0.46
N 1.6912 -7.5966 1.3934  -0.49
C -0.0976 -2.5642 0.1611  -0.67
C -0.8507 -1.3401 4.2942  -0.92
C -0.1222 2.1340 -2.3435  -0.51
H 0.0181 -4.5984 1.0210  0.57
C 2.2505 4.3578 -4.0023  -0.86
H -3.7026 4.7259 1.4269  0.47
H 2.8936 1.3017 2.6238  0.45
H 4.0536 -2.1461 -0.1412  0.59
H -1.5983 -1.9561 4.7645  0.46
C 1.0353 0.1843 2.9909  0.99
C -5.5475 5.5844 0.7594  -0.78
C -2.1349 0.5009 -0.2731  -0.56
N 1.9340 -6.5036 1.9496  -0.63
C 4.1107 4.7265 -2.5086  -0.82
C 2.9404 -5.8302 -1.4189  -0.59
N 0.4554 2.9020 -3.2719  0.08
H -7.8658 4.0276 -1.1750  0.51
C 0.3266 -0.9872 4.9701  -0.31
C 2.3645 3.2093 -1.8626  0.83
C 2.7721 -4.2956 1.4331  -0.96
H 1.7340 4.5592 -4.9282  0.41
H 3.7653 -4.0161 1.0618  0.56
C 3.5844 3.8336 -1.5938  -0.31
H -5.3969 6.5249 1.2654  0.42
C 1.9526 0.9360 2.2360  -0.48
H 2.3668 -8.7520 -3.0319  0.39
C 3.4492 4.9839 -3.7065  -0.46
H -1.1063 -2.4281 -0.1794  0.63
H 1.6521 -9.4976 -0.7782  0.45
H 3.7228 -1.2927 1.3593  0.29
C 1.7198 2.3163 -0.9329  0.24
H 3.1643 -6.4829 -3.4260  0.40
C -6.0043 3.1734 -0.5524  -0.57
N 2.2880 1.9964 0.2072  -1.24
S -1.9883 -0.4779 -1.5944  -0.02
N 1.7910 -3.3891 0.8720  0.41
H 3.8613 5.6912 -4.4081  0.43
C 1.9839 -8.4886 -0.9562  -0.71
Ru -0.1767 0.4782 0.3955  0.22
C 2.0389 -7.5570 0.0784  0.12
H 2.7555 -4.2400 2.5303  0.22
H 5.0381 5.2358 -2.2961  0.44
C 2.8613 -6.7643 -2.4303  -0.58
H -1.1177 1.7668 -2.5583  0.37
C -7.7319 6.4854 -0.0434  0.80
N 1.5993 1.2164 0.9817  0.79
N 2.4685 -5.6421 1.0727  0.74
H 3.2868 -0.5656 -0.1932  0.24

Atomic forces in eV per Å
0.03 -0.07 -0.40
-0.02 -0.19 -0.07
1.50 -1.23 -0.26
-1.73 1.10 0.45
-0.10 -0.06 -0.21
0.12 -0.12 0.14
0.05 -0.03 0.10
-0.07 0.23 0.12
0.53 -0.03 0.19
0.10 0.12 0.03
0.46 -0.32 0.48
0.12 0.08 -0.12
0.28 0.69 -1.30
0.18 0.03 0.04
0.04 -0.20 -0.02
-0.75 0.62 0.01
0.00 -0.16 0.06
-0.92 1.56 0.49
0.21 -0.04 -0.03
0.02 -0.13 -0.11
-0.12 -0.09 0.17
-0.52 0.30 -0.10
-0.08 -0.15 -0.02
0.56 0.02 0.65
-0.23 -0.75 -0.02
0.04 0.02 0.06
0.13 0.00 0.07
-0.60 -1.61 0.53
-0.20 -0.82 0.11
0.64 0.28 0.51
0.29 0.35 -0.50
0.02 -0.26 -0.02
0.07 0.08 0.02
0.06 0.03 0.02
0.03 0.08 0.07
0.05 -0.03 -0.05
-0.11 -0.03 0.07
-1.79 -1.47 1.42
-0.10 0.04 -0.01
0.68 -0.42 -0.77
-0.21 0.61 1.51
0.02 -0.18 0.27
0.04 0.14 -0.01
-0.38 -0.27 0.23
-0.02 -0.02 -0.02
-1.00 -0.51 -0.20
-0.35 0.05 -0.42
0.44 -0.53 0.36
-0.05 0.06 -0.12
-0.23 -0.04 0.11
0.09 0.17 -0.22
0.03 0.11 0.06
0.70 1.45 -2.83
-0.01 -0.11 -0.07
-0.32 -0.17 -0.06
-0.05 -0.02 0.18
-0.12 -0.12 0.01
0.07 0.02 0.08
-0.19 -0.61 0.92
0.03 0.01 -0.13
0.19 -0.02 0.07
1.82 1.61 -1.53
-0.10 0.23 1.08
-0.28 0.78 -0.43
0.07 0.04 -0.09
0.02 0.04 0.04
1.63 -0.81 -1.72
0.73 1.70 -0.68
0.04 -0.06 -0.30
0.07 -0.01 0.04
-0.02 0.23 0.12
0.06 -0.05 -0.04
-0.33 0.45 -0.04
-1.69 -1.83 3.35
0.41 0.20 -1.27
-0.02 0.04 -0.01